1.
C36H41FInN6O4S2SiTe | ωB97M-V/def2-TZVPD

Structure (ORCA input):
```
! wB97M-V def2-TZVPD RIJCOSX def2/J DEFGRID3
* xyz -1 1
Te -0.8348 3.1666 4.6213
In -1.5628 0.0200 -1.4789
S -3.6476 -0.0324 -2.9582
S -1.3338 3.7222 7.8828
Si 1.5478 -1.5604 -2.4823
F 1.0012 1.2285 0.1909
O -2.6660 -2.5497 -9.2573
O -1.1468 -3.5489 -8.0566
O -1.4130 2.1298 2.2070
O -1.0697 -0.6794 2.6309
N 1.4023 -2.1022 4.4191
N 0.4887 -0.1656 -2.1734
N -1.7194 -2.0971 -0.4442
N -1.5851 0.4108 0.6529
N -1.8976 2.2848 -1.3538
N 2.0719 -2.7771 3.4269
C 1.4313 1.8422 -3.3308
C -2.6586 -2.0980 -6.8870
C -1.5078 -0.6822 1.4732
C -2.8974 -0.7512 -6.8890
C -2.2637 -4.2756 1.1874
C -2.0618 -3.0411 1.7164
C 1.0887 1.0565 -2.1493
C -3.2344 -2.1311 -4.5624
C 1.4415 -3.0035 -1.2593
C -1.7594 -1.9881 0.8786
C -0.2599 3.8956 6.4954
C 2.6913 3.4749 -2.0464
C -2.2359 -2.6839 -8.1347
C 2.4475 0.0092 3.7159
C 1.4187 -0.2648 6.1007
C -2.8584 -2.8466 -5.7218
C 0.9601 4.4171 6.8700
C 1.0246 4.6413 8.2470
C 3.2566 -0.6978 -2.3651
C -1.8898 -3.3896 -1.0018
C 2.2160 -0.9792 4.9413
C -3.2314 -0.7600 -4.4786
C -2.1126 -4.4653 -0.2158
C 1.5215 1.6987 -0.9712
C 1.2177 -2.2452 -4.2416
C -2.1240 3.2376 -2.3243
C 2.2825 2.8732 -0.8305
C 3.4367 -1.6066 5.5694
C -2.0039 4.0568 0.2764
C -3.1466 -0.0566 -5.7015
C -2.3326 4.9956 -0.7059
C -1.6196 1.6902 1.0444
C -1.8573 2.6945 -0.0891
C -0.1295 4.3636 8.9037
C -2.4048 4.5615 -2.0130
C 2.3014 2.9774 -3.2717
H 3.2253 -2.1022 6.5399
H 1.7838 -3.1563 -4.5178
H 4.0295 -1.4759 -2.4609
H -2.4298 -5.1016 1.8561
H 1.6318 0.1778 3.0353
H 2.4669 -3.3119 -1.0418
H 2.0530 0.4279 6.6738
H 3.8069 -2.3982 4.9092
H 2.6859 3.3592 -4.2908
H 3.4295 0.1235 -3.0832
H 0.8985 -2.6376 -0.3705
H -2.8017 -0.1128 -7.7761
H 3.4542 4.2665 -1.9322
H -1.9137 4.3374 1.3577
H -2.7531 5.2536 -2.7528
H 1.0396 -1.0821 6.7566
H 0.5314 0.1821 5.6965
H -1.7127 -3.4769 -2.0896
H -2.6920 6.0062 -0.4212
H 0.4408 -1.8385 4.0345
H -3.3509 1.0143 -5.6815
H 4.1544 -0.8446 5.7471
H -1.9612 2.9188 -3.3327
H 1.9488 4.9829 8.7424
H 1.0375 1.4407 -4.2409
H 3.3654 -0.0341 3.1402
H 3.3579 -0.2018 -1.3959
H -2.7167 -3.9759 -5.6717
H 2.8393 -2.1992 3.0229
H -3.5349 -2.6845 -3.6692
H -2.3597 -2.8512 2.7779
H 1.6386 -1.5435 -4.9204
H 1.6970 4.8085 6.1450
H 0.9614 -3.8457 -1.7757
H -0.6462 -3.3790 -7.2071
H -2.2674 -5.4666 -0.7076
H -0.5660 4.5682 9.8375
H 2.5302 0.9461 4.2700
H 2.7151 3.1214 0.1245
H 0.1916 -2.4335 -4.6209
H 2.0098 -3.7513 3.2372
*
```

As for the energy above the lowest of the compared OMol25 structures with the same formula, charge and spin: 103.8 kJ/mol. The calculation puts the total energy at -99861.1324 eV. The HOMO energy comes out at -2.39 eV. For the maximum force, the calculation gives 0.0843 Eh/bohr.

***

2.
C36H41MgN7O3PS | ωB97M-V/def2-TZVPD

Structure (ORCA input):
```
! wB97M-V def2-TZVPD RIJCOSX def2/J DEFGRID3
* xyz 1 1
S -0.7535 0.3267 3.4164
P 0.7170 -1.9164 0.1235
Mg -0.4032 0.3672 0.6548
O -2.1734 -0.8677 -2.0777
O 0.7791 2.4614 -1.2752
O -1.8490 1.8014 0.9699
N -2.1232 -1.1115 0.7181
N 1.1821 1.7082 1.6522
N 3.4620 0.2321 0.9511
N 0.4364 2.5005 2.4748
N -3.7801 1.7647 -0.2129
N -0.9503 2.8212 4.2554
N -0.6321 0.6662 -1.3556
C 5.3420 -0.0102 -0.5125
C -2.7753 -4.7368 1.2019
C -0.6864 -3.0573 0.4277
C 1.0345 -2.0743 -1.6704
C 2.9074 -3.7382 0.0928
C 3.7638 -4.6285 0.7278
C 2.4438 3.7272 1.1061
C 3.1888 1.4072 0.3774
C -3.0753 1.8623 0.9511
C -4.5310 4.2988 0.5546
C 2.1771 2.2521 1.0565
C 2.0092 -1.2416 -2.2212
C 0.1023 1.6677 -1.9197
C -2.9480 -3.3666 1.2065
C -1.9183 -2.5211 0.7997
C 2.8401 -4.0107 2.8604
C -1.3543 0.0137 -2.3114
C -3.8940 2.2827 2.1322
C -1.0377 0.5446 -3.6988
C 4.5294 -0.4367 0.5305
C 2.3435 -1.3335 -3.5628
C 3.9294 1.9016 -0.6938
C -4.0550 3.8158 1.9406
C 0.6897 -3.0500 -3.8462
C 1.6804 -2.2390 -4.3803
C -3.4241 2.7711 -1.2258
C -0.5334 -4.4469 0.4108
C 2.0110 -2.9876 0.8433
C 3.7256 -4.7713 2.1068
C 1.9901 -3.1172 2.2313
C 0.3697 -2.9756 -2.4970
C -0.0557 1.6793 -3.4335
C -1.5700 -5.2825 0.7798
C 5.0105 1.1690 -1.1559
C -0.3933 1.9471 3.3878
C -3.5017 4.1785 -0.5913
H 2.8088 -4.1211 3.9366
H -3.7498 4.9018 -1.3688
H 6.2067 -0.5896 -0.8045
H -3.3814 2.0732 3.0671
H -4.1215 2.6660 -2.0543
H -4.7768 1.7276 -0.0662
H -0.4159 2.6527 -3.7662
H -4.7739 5.3565 0.6641
H -2.9621 -0.8733 1.2338
H -4.8715 1.7968 2.1343
H 2.9343 -3.6360 -0.9854
H 0.1589 -3.7476 -4.4812
H 2.2806 4.1402 2.1031
H 1.2953 -2.5160 2.8085
H 4.3863 -5.4749 2.5961
H -3.8969 -2.9415 1.5147
H 0.6077 3.4946 2.4994
H 0.9201 1.5161 -3.8915
H -0.5758 3.7502 4.3665
H -2.4184 2.5694 -1.5877
H 0.4136 -4.8767 0.1127
H 4.7490 -1.3518 1.0647
H -2.3086 -0.9135 -0.2876
H -2.5161 4.4480 -0.2017
H -1.9595 0.8586 -4.1875
H 1.7693 4.2200 0.4011
H -3.0931 4.2882 2.1570
H -0.4035 -3.6160 -2.0974
H -3.5833 -5.3851 1.5144
H 5.5942 1.5268 -1.9940
H 3.4680 3.9478 0.8246
H 3.1223 -0.6995 -3.9695
H -1.4200 2.4286 5.0528
H 2.5058 -0.5142 -1.5888
H -1.4317 -6.3553 0.7598
H -5.4663 3.8001 0.2798
H -0.6087 -0.2641 -4.2901
H 1.9297 -2.3123 -5.4311
H 4.4561 -5.2195 0.1420
H -4.7663 4.1663 2.6897
H 3.6475 2.8315 -1.1690
*
```

As for the energy above the lowest of the compared OMol25 structures with the same formula, charge and spin: 33.5 kJ/mol. The calculation puts the total energy at -80140.3419 eV. The HOMO energy comes out at -10.84 eV. For the maximum force, the calculation gives 0.0208 Eh/bohr.

***

3.
C36H41N5PdSb2Se | ωB97M-V/def2-TZVPD

Structure (ORCA input):
```
! wB97M-V def2-TZVPD RIJCOSX def2/J DEFGRID3
* xyz 4 1
Sb -0.0725 4.6175 -0.7983
Sb -0.2146 -1.1097 -0.0183
Pd -1.2234 -3.3983 0.7478
Se -3.0275 -6.8827 1.3808
N 0.6595 -4.1201 0.8400
N 1.2762 -3.6607 2.0656
N -3.2959 -3.1083 0.9296
N -4.6933 -6.3734 1.4956
N -2.4242 -5.2136 1.1041
C 0.3236 1.9088 0.6368
C -4.3699 -2.3560 0.9600
C 2.6901 -5.7134 2.3021
C -0.2629 0.6231 1.2505
C -2.6998 -0.0430 -3.4410
C 2.3522 -4.0624 4.1571
C -0.0661 5.6190 1.9819
C 1.8490 -1.3776 -0.3328
C 0.8968 7.6920 2.7124
C 0.3945 5.9111 0.6801
C 4.5391 -1.9688 -0.7253
C 1.1198 7.0881 0.3991
C -2.2407 -0.5399 -2.2287
C -5.6800 -2.8743 1.1695
C 2.7932 -0.9984 0.6205
C 1.3706 7.9685 1.4287
C -0.4853 0.7560 -3.9518
C -0.0214 5.1150 -2.7507
C -1.8211 0.6013 -4.3028
C -0.1426 4.4080 -5.0377
C -4.7571 -5.0598 1.3362
C 0.1078 6.7679 -4.4813
C -0.1548 4.0784 -3.7013
C 2.2571 -2.0561 -1.4851
C 4.1369 -1.2930 0.4199
C -5.8999 -4.2074 1.3567
C -0.0108 5.7439 -5.4241
C 3.6017 -2.3485 -1.6786
C 0.1081 6.4669 -3.1381
C -0.0204 0.2646 -2.7373
C 0.1812 6.5251 2.9891
C -3.4990 -4.4454 1.1207
C -0.7064 2.6536 -0.2296
C 1.6945 -4.7714 2.9801
C -0.9018 -0.3871 -1.8735
C 0.4523 -5.5233 3.4411
H 1.0292 0.3681 -2.4858
H -0.2798 -4.8412 3.8763
H 0.7288 -6.2588 4.1954
H 0.6582 2.5466 1.4589
H 5.5854 -2.1981 -0.8771
H 1.9338 8.8728 1.2415
H -1.6405 2.8394 0.3095
H -1.2886 0.7746 1.5900
H -4.2350 -1.2904 0.8205
H -0.6270 4.7165 2.1943
H 3.0257 -6.4720 3.0082
H 1.0919 8.3960 3.5116
H -2.1754 0.9613 -5.2597
H -0.1778 6.3354 3.9913
H 2.1090 -3.1447 1.7907
H 0.5991 -5.1396 0.8575
H 0.3137 0.3402 2.1330
H 2.2613 -6.2558 1.4533
H 0.1753 7.2629 -2.4086
H 2.4984 -0.4879 1.5310
H -0.9439 2.1377 -1.1616
H 3.5725 -5.1710 1.9556
H 1.6510 -3.3876 4.6476
H 4.8696 -0.9978 1.1595
H 0.1927 7.7964 -4.8051
H -0.0072 5.9933 -6.4779
H 3.2275 -3.4935 3.8342
H -3.7358 -0.1750 -3.7233
H 3.9174 -2.8678 -2.5739
H 1.5378 -2.3424 -2.2476
H 0.2065 1.2255 -4.6401
H 1.2493 -3.8825 0.0419
H -0.2388 3.6367 -5.7892
H 1.5027 7.2963 -0.5912
H -2.9299 -1.0667 -1.5779
H -6.5040 -2.1752 1.1768
H 1.2118 1.6804 0.0421
H -6.8900 -4.6144 1.5161
H 2.6926 -4.7953 4.8869
H -0.2605 3.0417 -3.4002
H -0.0202 -6.0801 2.6255
*
```

As for the energy above the lowest of the compared OMol25 structures with the same formula, charge and spin: 10.0 kJ/mol. The calculation puts the total energy at -127307.4370 eV. The HOMO energy comes out at -18.27 eV. For the maximum force, the calculation gives 0.0082 Eh/bohr.

***

4.
C36H42BrFeN3OP2Si2 | ωB97M-V/def2-TZVPD

Structure (ORCA input):
```
! wB97M-V def2-TZVPD RIJCOSX def2/J DEFGRID3
* xyz 0 5
Br -1.2160 -2.8846 -2.4846
Fe -0.8076 -0.8576 -0.9006
P 1.0663 -1.1448 0.8394
P 1.0851 0.9064 -1.1518
Si -1.6176 -1.5768 2.3488
Si -1.3374 2.6389 -1.4386
O -6.3430 -2.9956 -1.4014
N -0.4786 1.2455 -0.9081
N -2.8049 -0.8273 -1.6891
N -0.5232 -1.0443 1.1430
C 1.8041 -5.6289 1.4156
C 2.0526 -4.7717 2.4764
C 0.9740 0.0689 -3.7195
C 3.4538 2.3478 -0.6368
C -5.1190 -0.9230 -1.0807
C 2.1258 2.1266 -0.2945
C -5.1973 -2.2760 -1.4390
C 1.9232 -3.4029 2.3137
C 1.8715 2.3807 -4.9207
C 1.4195 1.3286 -5.6992
C 3.6744 1.0257 3.9135
C -2.8029 -2.7623 1.4352
C 3.4187 -0.2580 1.9103
C -2.6338 3.0561 -0.0903
C 3.6447 3.9103 1.1760
C 1.4810 0.3690 3.1950
C -3.9291 -0.2506 -1.2268
C -2.5366 -0.0431 3.0251
C -0.3022 4.2311 -1.6704
C 1.8785 2.2824 -3.5397
C 1.3262 -3.7486 0.0162
C -2.9061 -2.1326 -1.9868
C 2.3022 1.0129 4.1040
C 2.0439 -0.2818 2.1087
C 1.5457 -2.8871 1.0820
C 1.5754 2.7646 0.8092
C 1.4159 1.1225 -2.9307
C 4.2337 0.3983 2.8101
C -0.8698 -2.5087 3.8375
C 2.3309 3.6597 1.5408
C -4.0260 -2.9106 -1.8755
C 1.4606 -5.1156 0.1760
C 0.9815 0.1586 -5.0965
C 4.2062 3.2501 0.0944
C 1.4202 -0.7788 -0.8319
C -2.1747 2.2248 -3.1114
H 0.3213 4.1708 -2.5553
H 2.2529 3.1011 -2.9415
H -3.3544 -3.3978 2.1197
H 0.6470 -0.6755 -5.6948
H 1.8655 -6.6984 1.5604
H 2.2184 3.2876 -5.3946
H 0.3438 4.4195 -0.8181
H 0.5445 2.5519 1.0597
H 2.1086 -2.7371 3.1448
H 1.8710 1.5008 4.9665
H -3.1998 2.5753 -3.1460
H -3.5242 -2.2059 0.8457
H -2.1809 1.1519 -3.2769
H -3.8308 0.7956 -0.9935
H 1.4151 1.4166 -6.7743
H -0.4346 -3.4567 3.5373
H 1.8945 4.1697 2.3868
H -0.0886 -1.9207 4.3085
H 4.3129 1.5234 4.6271
H -1.6398 2.6833 -3.9365
H -0.9560 5.0898 -1.7867
H -1.6301 -2.7092 4.5874
H -5.9875 -0.4010 -0.7046
H 5.2317 3.4489 -0.1827
H 0.4071 0.3503 3.3133
H -2.2484 3.8049 0.5935
H -3.5032 -0.3190 3.4324
H 3.8211 -0.7650 1.0421
H 5.3024 0.4154 2.6579
H 1.2742 -5.7784 -0.6563
H 1.0476 -3.3237 -0.9365
H 0.6488 -0.8343 -3.2167
H 2.3314 -5.1715 3.4401
H -1.9754 0.4344 3.8227
H -4.0385 -3.9545 -2.1415
H 3.8831 1.8212 -1.4786
H -2.6992 0.6968 2.2485
H -2.9186 2.1897 0.4973
H -3.5297 3.4676 -0.5445
H 4.2298 4.6244 1.7360
H -2.2400 -3.4100 0.7650
H -7.0820 -2.4264 -1.1611
*
```

The calculation puts the total energy at -183297.2912 eV. The HOMO energy (alpha / beta) comes out at -6.44 / -6.92 eV. For the maximum force, the calculation gives 0.0353 Eh/bohr.

***

5.
C36H42Cl5N6OPSbSn | ωB97M-V/def2-TZVPD

Structure (ORCA input):
```
! wB97M-V def2-TZVPD RIJCOSX def2/J DEFGRID3
* xyz 3 1
Sb 0.1143 -3.7233 1.3646
Sn 1.3888 -0.5172 0.2646
Cl 3.2013 1.9453 1.5537
Cl 3.0947 5.4103 -2.4835
Cl 3.6077 4.8351 0.4441
Cl 2.3403 3.1899 -4.3671
Cl 2.1313 0.4032 -3.5145
P -1.8094 0.5062 -0.5076
O -0.4851 -0.2682 -0.2134
N -1.7965 2.1019 -0.1608
N 2.8220 -2.0982 1.4552
N -3.0123 -0.1620 0.3243
N 1.3996 -2.1626 -0.9544
N 0.4040 -0.6990 2.2691
N -1.9866 0.3584 -2.1001
C 2.4066 2.8534 -2.7343
C -5.3920 -0.0647 0.7180
C 2.2037 1.5524 -2.2442
C -2.1994 2.6511 1.1328
C -1.2572 -1.4126 4.4136
C -1.0818 -0.3141 -3.0314
C -2.4358 1.3170 -4.1707
C 0.2592 0.1186 3.3339
C 2.2999 1.2600 -0.8717
C -4.2974 0.3551 -0.2452
C 2.1501 -3.2593 1.7890
C 0.9578 1.4174 3.4955
C -1.5580 4.4399 -0.2728
C 1.7449 -3.2803 -2.9541
C -1.1432 -2.2252 3.3003
C -0.0561 -3.9425 -1.4910
C 4.1540 -2.1057 1.6732
C -4.6773 -0.2026 2.0501
C 2.7251 -4.3485 2.3865
C 4.7852 -3.1985 2.2828
C 2.7876 2.3264 -0.0866
C 0.3523 -2.9765 -0.6284
C -3.2335 -0.6389 1.6792
C 0.6724 -4.0775 -2.6687
C 2.1450 -2.3095 -2.0314
C -3.0366 1.0690 -2.8099
C -1.6409 0.0390 -4.4279
C 5.0658 -0.9806 1.3022
C 4.0734 -4.3104 2.6778
C 3.5211 -1.6749 -2.1102
C 3.0249 3.6038 -0.5280
C -0.3085 -1.8717 2.2695
C 2.7956 3.8757 -1.8643
C -1.2815 3.1575 -1.0404
C -1.4196 3.9713 1.1678
C -0.5554 -0.2461 4.4027
H 3.6151 -0.7925 -1.4923
H -1.6436 -3.1743 3.2848
H -0.3510 3.8107 1.3692
H -0.8406 0.1573 -5.1379
H -0.1952 3.0149 -1.1601
H 5.9894 -1.4027 0.8939
H -4.6492 0.7438 2.5730
H 0.6668 1.8856 4.4368
H 2.0370 1.2651 3.5278
H -0.8201 -4.6602 -1.1868
H -3.9360 0.4523 -2.9820
H -1.9388 1.9709 1.9450
H -0.0824 0.0913 -2.8806
H -6.1594 0.6903 0.7210
H -2.3251 -0.7472 -4.7764
H -5.1373 -0.9319 2.7117
H -2.5196 -0.2195 2.4026
H -1.7335 2.1773 -4.0792
H -3.2880 2.8386 1.1805
H 2.0962 -5.2078 2.6018
H 0.4014 -4.8724 -3.3664
H -0.5845 0.4075 5.2693
H -0.8866 5.2333 -0.5566
H 0.7281 2.1242 2.6864
H 4.6418 -0.2907 0.5909
H -5.8385 -0.9922 0.4234
H 4.2473 -2.4211 -1.7582
H 2.2962 -3.4415 -3.8670
H -3.1835 -1.7324 1.6952
H 5.3430 -0.3877 2.1714
H 5.8475 -3.1084 2.4730
H -3.1424 1.5547 -4.9695
H -3.3309 1.9530 -2.2388
H -1.8582 -1.6975 5.2697
H 4.6037 -5.1258 3.1380
H -0.9947 -1.3880 -2.8454
H -1.7535 3.0983 -2.0175
H -4.4838 -0.0771 -1.2066
H -2.6008 4.8067 -0.4707
H 3.8177 -1.4144 -3.1405
H -1.7765 4.6654 1.9171
H -4.2420 1.4568 -0.3883
*
```

As for the energy above the lowest of the compared OMol25 structures with the same formula, charge and spin: 35.9 kJ/mol. The calculation puts the total energy at -133247.4999 eV. The HOMO energy comes out at -16.20 eV. For the maximum force, the calculation gives 0.0553 Eh/bohr.

***

> Which of these has the lowest maximum force?

C36H41N5PdSb2Se

***

> Among the records above, which one has the lowest maximum force?

C36H41N5PdSb2Se

***

> Among the records above, which one has the highest maximum force?

C36H41FInN6O4S2SiTe

***

> Which value of maximum force does entry 1 give?

0.0843 Eh/bohr